[1]
14
Properties=species:S:1:pos:R:3 method="wB97M-V/def2-TZVPD" e_tot_ha=-266.5977 orbital_gap_ev=8.72 multiplicity=1 de_lowest_kcal_mol=78.0 homo_ev=-7.90 lumo_ev=0.8 largest_force_ev_per_a=0.57
C -1.688 1.075 0.373
N -0.671 1.252 -0.662
C -1.178 -0.106 -0.363
C -0.566 -1.133 0.540
C 1.756 -0.527 -0.311
N 0.751 -1.150 0.570
H -2.669 1.497 0.171
H -1.378 1.134 1.418
H 0.229 1.418 -0.222
H -1.811 -0.519 -1.154
H 1.383 -0.513 -1.337
H 2.025 0.491 -0.003
H 2.657 -1.145 -0.275
H 1.160 -1.775 1.256



[2]
68
Properties=species:S:1:pos:R:3 method="wB97M-V/def2-TZVPD" e_tot_ha=-2951.3888 orbital_gap_ev="2.98 / 4.90" multiplicity=5 homo_ev="-0.96 / -2.89" lumo_ev="2.0 / 2.0" largest_force_ev_per_a=4.41 charge=-1
C 2.661 -3.048 0.996
C 2.804 -1.785 1.821
C 2.499 -2.069 3.287
N 4.237 -1.327 1.747
C 4.276 -0.071 1.463
S 5.772 0.797 1.403
C 6.806 -0.541 2.239
C 8.247 -0.190 2.179
N 9.376 0.097 2.134
C 2.893 0.580 1.240
C 2.639 1.497 2.431
C 2.876 1.302 -0.108
N 2.013 -0.639 1.267
C 0.737 -0.722 0.902
C -0.242 0.414 0.527
C -0.915 0.756 1.852
H 3.410 -3.763 1.356
H 1.661 -3.475 1.112
H 2.872 -2.835 -0.059
H 3.228 -2.819 3.621
H 2.635 -1.174 3.912
H 1.489 -2.477 3.412
H 6.475 -0.588 3.288
H 6.616 -1.493 1.727
H 3.405 2.285 2.411
H 1.651 1.973 2.401
H 2.749 0.939 3.373
H 3.732 1.993 -0.136
H 2.993 0.569 -0.919
H 1.961 1.886 -0.269
H 0.224 -1.667 1.161
H 0.328 1.280 0.195
H -1.739 1.466 1.724
H -1.295 -0.180 2.303
H -0.151 1.208 2.479
C -5.692 1.388 -0.187
C -5.036 0.117 -0.448
C -4.969 -0.065 -1.890
C -5.589 1.091 -2.514
C -6.037 1.987 -1.463
Fe -4.104 1.622 -1.331
C -3.165 2.972 -2.434
C -3.351 3.444 -1.079
C -2.742 2.488 -0.186
C -2.155 1.387 -0.978
C -1.378 0.134 -0.455
C -1.106 -0.904 -1.575
C -1.455 -2.245 -1.364
C -1.331 -3.180 -2.389
C -0.826 -2.786 -3.628
C -0.430 -1.465 -3.832
C -0.539 -0.536 -2.797
C -2.446 1.714 -2.365
H -5.970 1.777 0.790
H -4.773 -0.627 0.298
H -4.633 -0.958 -2.407
H -5.787 1.211 -3.573
H -6.612 2.894 -1.612
H -3.462 3.497 -3.346
H -3.821 4.377 -0.755
H -2.684 2.615 0.893
H -2.141 -0.401 0.136
H -1.821 -2.545 -0.373
H -1.682 -4.202 -2.218
H -0.818 -3.491 -4.453
H -0.067 -1.129 -4.796
H -0.189 0.492 -2.921
H -2.112 1.148 -3.222



[3]
29
Properties=species:S:1:pos:R:3 method="wB97M-V/def2-TZVPD" e_tot_ha=-668.3644 orbital_gap_ev=9.97 multiplicity=1 de_lowest_kcal_mol=72.3 homo_ev=-13.08 lumo_ev=-3.1 largest_force_ev_per_a=8.51 charge=+1
N -0.124 0.388 -0.860
H 0.122 -0.304 -1.616
H -0.495 1.155 -1.156
H 0.726 0.802 -0.346
H -0.662 0.130 -0.163
O 2.645 -0.793 1.837
H 3.452 -1.291 2.073
H 2.948 -0.114 1.181
O -3.861 -1.359 0.771
H -4.674 -1.460 1.291
H -3.270 -0.567 1.100
O -0.161 -2.665 -0.946
H 0.794 -3.066 -0.882
H -0.761 -2.910 -0.295
O -2.673 1.067 1.606
H -3.457 1.627 1.626
H -2.030 0.944 2.423
O 0.922 3.256 0.494
H 1.355 3.757 -0.170
H 0.071 3.621 0.672
O 3.168 0.519 -0.351
H 3.551 -0.246 -0.916
H 3.689 1.310 -0.735
O -0.403 -0.675 -4.098
H -0.495 -1.451 -4.673
H -0.933 -0.053 -4.716
O -0.070 -0.595 2.183
H -0.070 0.160 2.797
H 0.688 -1.184 1.878



[4]
21
Properties=species:S:1:pos:R:3 method="wB97M-V/def2-TZVPD" e_tot_ha=-553.5208 orbital_gap_ev=10.05 multiplicity=1 de_lowest_kcal_mol=59.7 homo_ev=-9.53 smiles="N[C@@H]1Cc2ccccc2OC1=O" lumo_ev=0.5 largest_force_ev_per_a=5.85
N 3.067 1.299 -0.219
C 1.786 0.658 -0.414
C 0.660 1.439 0.237
C -0.749 0.717 0.034
C -1.975 1.504 0.123
C -3.142 0.671 0.031
C -3.144 -0.653 -0.041
C -1.944 -1.430 -0.253
C -0.749 -0.670 -0.102
O 0.502 -1.430 0.126
C 1.741 -0.921 0.020
O 2.768 -1.523 0.298
H 3.778 0.545 -0.475
H 3.321 1.357 0.876
H 1.655 0.627 -1.409
H 0.709 1.349 1.386
H 0.535 2.514 -0.271
H -1.974 2.588 0.246
H -4.100 1.232 0.198
H -4.092 -1.137 -0.015
H -2.359 -2.430 -0.210



[5]
16
Properties=species:S:1:pos:R:3 method="wB97M-V/def2-TZVPD" e_tot_ha=-250.8496 orbital_gap_ev=9.68 multiplicity=1 de_lowest_kcal_mol=29.6 homo_ev=-8.61 smiles=CCNC.O lumo_ev=1.1 largest_force_ev_per_a=2.50
C -1.008 -0.838 -0.834
C 0.568 -0.685 -0.753
N 0.843 0.309 0.284
C 1.559 1.535 0.033
H -1.340 -1.761 -0.397
H -1.245 -0.841 -1.898
H -1.498 0.045 -0.467
H 0.938 -0.550 -1.778
H 0.944 -1.656 -0.409
H 1.221 -0.183 1.078
H 2.383 1.434 -0.666
H 0.857 2.288 -0.402
H 1.757 2.064 0.955
O -1.782 -0.351 2.097
H -2.724 -0.519 1.975
H -1.476 -0.292 1.182



[6]
15
Properties=species:S:1:pos:R:3 method="wB97M-V/def2-TZVPD" e_tot_ha=-382.8689 orbital_gap_ev=11.03 multiplicity=1 de_lowest_kcal_mol=60.2 homo_ev=-10.27 smiles="COC(=O)[C@@H](C)O" lumo_ev=0.8 largest_force_ev_per_a=4.17
C -1.985 1.216 -1.159
O -1.101 0.722 -0.145
C 0.067 0.216 -0.589
O 0.319 0.017 -1.749
C 0.972 -0.125 0.640
C 0.636 -1.577 0.791
O 2.353 -0.145 0.457
H -1.481 1.995 -1.739
H -2.842 1.633 -0.627
H -2.302 0.416 -1.833
H 0.632 0.508 1.481
H -0.390 -1.737 1.180
H 1.716 -1.976 1.409
H 0.771 -2.080 -0.172
H 2.566 -1.060 0.985